Record 1
{
  "formula": "C5H17N2O",
  "method": "wB97M-V/def2-TZVPD",
  "symbols": ["C", "N", "C", "C", "N", "C", "C", "H", "H", "H", "H", "H", "H", "H", "H", "H", "H", "H", "H", "H", "H", "H", "H", "H", "O"],
  "coordinates": [[0.49, -1.15, 0.11], [1.40, -1.09, -1.00], [0.84, -1.13, -2.36], [0.39, 0.19, 0.86], [-0.69, 0.93, 0.07], [-1.41, -0.16, 2.58], [0.11, -0.04, 2.36], [-0.51, -1.57, -0.10], [0.69, -2.01, 0.78], [2.19, -1.71, -0.90], [1.33, -1.81, -3.06], [0.92, -0.14, -2.79], [-0.22, -1.41, -2.32], [1.28, 0.81, 0.75], [-0.52, 0.82, -0.93], [-0.77, 1.93, 0.26], [-1.62, 0.61, 0.33], [-1.67, -0.43, 3.60], [-1.84, -0.91, 1.91], [-2.01, 0.74, 2.42], [0.43, 0.83, 2.91], [0.60, -0.96, 2.68], [-0.21, 3.05, -3.10], [0.84, 2.14, -2.67], [-0.02, 2.47, -2.39]],
  "charge": 1,
  "max_force_ev_per_a": 2.49,
  "e_above_lowest_kj_mol": 126.0,
  "orbital_gap_ev": 9.810
}

Record 2
{
  "formula": "C12H32BrO14S4V",
  "method": "wB97M-V/def2-TZVPD",
  "symbols": ["O", "V", "O", "Br", "O", "S", "O", "O", "C", "C", "C", "H", "H", "H", "H", "H", "H", "H", "H", "O", "S", "O", "O", "C", "C", "C", "H", "H", "H", "H", "H", "H", "H", "H", "O", "S", "O", "O", "C", "C", "C", "H", "H", "H", "H", "H", "H", "H", "H", "O", "S", "O", "O", "C", "C", "C", "H", "H", "H", "H", "H", "H", "H", "H"],
  "coordinates": [[-2.25, 0.78, 1.54], [-1.56, 0.00, 0.35], [-0.58, -1.21, 0.80], [-3.50, -1.05, -1.13], [0.25, -6.54, 2.72], [-0.95, -5.84, 2.32], [-2.13, -6.51, 1.87], [-1.43, -4.70, 3.45], [-2.81, -4.42, 3.41], [-3.09, -3.34, 4.53], [-0.32, -4.81, 0.88], [-3.40, -5.27, 3.73], [-3.01, -4.02, 2.41], [-2.79, -3.79, 5.47], [-4.14, -3.06, 4.61], [-2.56, -2.41, 4.31], [-1.03, -4.12, 0.42], [0.02, -5.52, 0.13], [0.52, -4.27, 1.31], [2.69, 2.77, 0.76], [1.88, 2.20, 1.81], [0.53, 1.72, 1.56], [2.68, 0.92, 2.47], [4.01, 0.98, 2.93], [4.51, -0.47, 2.80], [1.83, 3.33, 3.23], [4.21, 1.30, 3.95], [4.57, 1.73, 2.38], [5.56, -0.56, 3.09], [4.49, -0.94, 1.81], [3.89, -1.09, 3.45], [1.25, 4.22, 2.99], [2.87, 3.53, 3.48], [1.57, 2.81, 4.15], [1.88, 1.01, -2.62], [1.13, -0.23, -2.25], [-0.03, -0.16, -1.36], [0.71, -1.02, -3.62], [-0.65, -1.28, -3.90], [-1.43, 0.01, -4.42], [2.49, -1.43, -1.69], [-1.06, -1.80, -3.03], [-0.73, -1.94, -4.76], [-0.75, 0.45, -5.15], [-1.59, 0.83, -3.72], [-2.42, -0.13, -4.85], [1.98, -2.29, -1.27], [3.10, -1.05, -0.86], [3.15, -1.78, -2.48], [-1.46, 2.14, -0.67], [-1.49, 3.43, -1.29], [-0.62, 4.64, -1.02], [-1.36, 3.19, -2.93], [-0.70, 4.20, -3.76], [0.74, 3.85, -3.77], [-3.22, 3.95, -1.31], [-0.97, 5.17, -3.34], [-1.28, 4.14, -4.69], [1.21, 4.69, -4.28], [1.05, 2.87, -4.11], [1.22, 4.01, -2.81], [-3.54, 4.12, -2.33], [-3.37, 4.94, -0.86], [-3.78, 3.15, -0.82]],
  "max_force_ev_per_a": 5.46,
  "e_above_lowest_kj_mol": 365.0,
  "orbital_gap_ev": 8.644
}

Record 3
{
  "formula": "C32H29Cl2N5O2Sm",
  "method": "wB97M-V/def2-TZVPD",
  "symbols": ["Sm", "C", "C", "N", "N", "C", "O", "C", "C", "C", "C", "C", "C", "C", "C", "C", "C", "C", "N", "H", "H", "H", "H", "H", "H", "H", "H", "H", "H", "H", "H", "Cl", "C", "C", "C", "Cl", "C", "C", "C", "C", "N", "C", "C", "O", "H", "H", "H", "H", "C", "N", "C", "C", "C", "C", "C", "C", "C", "C", "H", "H", "H", "H", "H", "H", "H", "H", "H", "H", "H", "H", "H"],
  "coordinates": [[-0.84, 0.49, -0.42], [3.77, 1.19, 0.61], [2.29, 1.02, 0.68], [1.54, 0.81, -0.35], [2.11, 0.78, -1.58], [1.24, 0.62, -2.58], [-0.02, 0.43, -2.45], [1.82, 0.69, -3.94], [0.96, 0.70, -5.03], [1.46, 0.78, -6.32], [2.83, 0.83, -6.52], [3.70, 0.81, -5.44], [3.20, 0.74, -4.15], [1.59, 1.13, 1.97], [2.29, 1.23, 3.17], [1.59, 1.37, 4.36], [0.20, 1.43, 4.32], [-0.42, 1.30, 3.09], [0.24, 1.13, 1.95], [4.08, 1.18, -0.43], [4.28, 0.39, 1.14], [4.06, 2.15, 1.05], [-0.11, 0.65, -4.85], [0.79, 0.79, -7.16], [3.23, 0.91, -7.53], [4.77, 0.84, -5.60], [3.86, 0.73, -3.29], [3.37, 1.21, 3.18], [2.12, 1.47, 5.30], [-0.38, 1.59, 5.22], [-1.50, 1.33, 3.02], [-1.19, 5.58, -0.43], [-2.56, 4.53, -0.44], [-3.84, 5.09, -0.42], [-4.95, 4.29, -0.41], [-6.52, 5.02, -0.38], [-4.81, 2.88, -0.42], [-5.90, 1.99, -0.40], [-5.68, 0.64, -0.42], [-4.36, 0.17, -0.46], [-3.31, 0.97, -0.47], [-3.50, 2.32, -0.46], [-2.33, 3.16, -0.46], [-1.14, 2.62, -0.45], [-3.95, 6.16, -0.41], [-6.90, 2.40, -0.37], [-6.50, -0.06, -0.41], [-4.17, -0.89, -0.48], [0.40, -3.65, 3.90], [1.41, -2.81, 3.20], [2.68, -3.52, 2.90], [0.83, -2.08, 2.01], [0.17, -2.85, 0.88], [0.34, -4.21, 0.66], [-0.22, -4.82, -0.46], [-0.94, -4.04, -1.35], [-1.11, -2.69, -1.10], [-0.58, -2.01, 0.02], [0.84, -4.11, 4.78], [0.03, -4.41, 3.22], [-0.43, -3.01, 4.21], [1.66, -2.06, 3.85], [2.50, -4.36, 2.25], [3.14, -3.86, 3.83], [3.36, -2.83, 2.40], [1.64, -1.49, 1.60], [0.08, -1.40, 2.42], [0.89, -4.85, 1.34], [-0.08, -5.87, -0.63], [-1.37, -4.49, -2.24], [-1.72, -2.13, -1.82]],
  "charge": 1,
  "max_force_ev_per_a": 1.30,
  "multiplicity": 6,
  "e_above_lowest_kj_mol": 123.0,
  "orbital_gap_ev": [6.595, 6.618]
}

What did the first record say?
{
  "formula": "C5H17N2O",
  "method": "wB97M-V/def2-TZVPD",
  "symbols": ["C", "N", "C", "C", "N", "C", "C", "H", "H", "H", "H", "H", "H", "H", "H", "H", "H", "H", "H", "H", "H", "H", "H", "H", "O"],
  "coordinates": [[0.49, -1.15, 0.11], [1.40, -1.09, -1.00], [0.84, -1.13, -2.36], [0.39, 0.19, 0.86], [-0.69, 0.93, 0.07], [-1.41, -0.16, 2.58], [0.11, -0.04, 2.36], [-0.51, -1.57, -0.10], [0.69, -2.01, 0.78], [2.19, -1.71, -0.90], [1.33, -1.81, -3.06], [0.92, -0.14, -2.79], [-0.22, -1.41, -2.32], [1.28, 0.81, 0.75], [-0.52, 0.82, -0.93], [-0.77, 1.93, 0.26], [-1.62, 0.61, 0.33], [-1.67, -0.43, 3.60], [-1.84, -0.91, 1.91], [-2.01, 0.74, 2.42], [0.43, 0.83, 2.91], [0.60, -0.96, 2.68], [-0.21, 3.05, -3.10], [0.84, 2.14, -2.67], [-0.02, 2.47, -2.39]],
  "charge": 1,
  "max_force_ev_per_a": 2.49,
  "e_above_lowest_kj_mol": 126.0,
  "orbital_gap_ev": 9.810
}

- Which formula does entry 1 have?
  C5H17N2O